# 1
{
  "formula": "C63H126ClF6N7O7P",
  "method": "ωB97M-V with the def2-TZVPD basis set",
  "symbols": ["C", "C", "C", "C", "C", "C", "N", "O", "C", "C", "C", "H", "H", "H", "H", "H", "H", "H", "H", "H", "H", "H", "H", "H", "H", "H", "H", "H", "H", "C", "C", "C", "C", "C", "C", "N", "O", "C", "C", "C", "H", "H", "H", "H", "H", "H", "H", "H", "H", "H", "H", "H", "H", "H", "H", "H", "H", "H", "C", "C", "C", "C", "C", "C", "N", "O", "C", "C", "C", "H", "H", "H", "H", "H", "H", "H", "H", "H", "H", "H", "H", "H", "H", "H", "H", "H", "H", "C", "C", "C", "C", "C", "C", "N", "O", "C", "C", "C", "H", "H", "H", "H", "H", "H", "H", "H", "H", "H", "H", "H", "H", "H", "H", "H", "H", "H", "C", "C", "C", "C", "C", "C", "N", "O", "C", "C", "C", "H", "H", "H", "H", "H", "H", "H", "H", "H", "H", "H", "H", "H", "H", "H", "H", "H", "H", "C", "C", "C", "C", "C", "C", "N", "O", "C", "C", "C", "H", "H", "H", "H", "H", "H", "H", "H", "H", "H", "H", "H", "H", "H", "H", "H", "H", "H", "C", "C", "C", "C", "C", "C", "N", "O", "C", "C", "C", "H", "H", "H", "H", "H", "H", "H", "H", "H", "H", "H", "H", "H", "H", "H", "H", "H", "H", "Cl", "P", "F", "F", "F", "F", "F", "F"],
  "coordinates": [[-8.433308, 2.147342, 1.098891], [-7.033786, 2.885894, 1.034171], [-6.236694, 2.158708, -0.131147], [-4.976989, 2.907139, -0.566261], [-5.222640, 4.405890, -0.905479], [-6.079364, 5.276845, 0.172623], [-7.261459, 4.404816, 0.754751], [-8.472995, 5.043085, 1.012521], [-6.631676, 6.543526, -0.627885], [-5.148748, 5.807008, 1.291510], [-6.133727, 2.689048, 2.231533], [-8.962040, 2.169993, 0.145975], [-9.058229, 2.510513, 1.914784], [-8.240637, 1.119168, 1.405197], [-6.880624, 2.177426, -1.010414], [-6.109915, 1.093921, 0.064437], [-4.423042, 2.482374, -1.403408], [-4.270444, 3.020561, 0.255942], [-5.699021, 4.410336, -1.885855], [-4.231766, 4.787915, -1.151125], [-5.790806, 7.059430, -1.091442], [-7.176746, 7.126287, 0.114670], [-7.301963, 6.062872, -1.340482], [-4.143016, 6.144071, 1.040515], [-4.892602, 5.036226, 2.018407], [-5.684630, 6.492545, 1.947994], [-6.293971, 1.699325, 2.659172], [-6.381223, 3.317811, 3.086816], [-5.064873, 2.887935, 2.153598], [4.111582, -7.228763, -0.566386], [3.319146, -5.973960, -0.067613], [4.343022, -4.791537, 0.081297], [3.810199, -3.399297, 0.150195], [3.013492, -3.164140, -1.137492], [1.888536, -4.162803, -1.430430], [2.290040, -5.599451, -1.111148], [1.629363, -6.611256, -1.764876], [1.688042, -4.108771, -2.984482], [0.638443, -3.711268, -0.595448], [2.679869, -6.328173, 1.277205], [4.373511, -7.115541, -1.618372], [3.633074, -8.208112, -0.568312], [5.096910, -7.261512, -0.101474], [5.049723, -4.808825, -0.748380], [4.877657, -5.087892, 0.983761], [4.601186, -2.678362, 0.356786], [3.215806, -3.346975, 1.062371], [3.778518, -3.204852, -1.912844], [2.724530, -2.128758, -0.956955], [2.547806, -4.169057, -3.651771], [1.154981, -3.240770, -3.372440], [0.978111, -4.841371, -3.368400], [0.855504, -3.473569, 0.445941], [-0.018949, -4.564942, -0.430627], [0.128907, -2.851064, -1.029640], [3.468168, -6.336787, 2.029947], [2.285183, -7.335999, 1.148326], [1.888608, -5.649560, 1.595766], [-0.830008, -0.920505, 1.267392], [-0.676621, 0.637775, 1.671819], [0.772721, 0.594495, 2.388606], [1.475485, 1.974869, 2.463775], [1.503946, 2.639614, 1.077627], [0.093337, 2.801589, 0.409703], [-0.601778, 1.432224, 0.402355], [-1.526930, 1.141456, -0.564579], [0.398357, 3.240711, -1.051543], [-0.737934, 3.839132, 1.185214], [-1.763102, 1.048340, 2.659681], [-1.877438, -1.001220, 0.976768], [-0.673427, -1.503079, 2.175237], [-0.169991, -1.248256, 0.464246], [1.468867, -0.076441, 1.885288], [0.623384, 0.134063, 3.365235], [2.472838, 1.696861, 2.804510], [1.079353, 2.633747, 3.236478], [2.186572, 2.027001, 0.488714], [1.983630, 3.614803, 1.161347], [-0.479597, 3.345543, -1.688963], [1.111986, 2.573084, -1.534364], [0.897937, 4.204807, -0.956486], [-1.752347, 3.792262, 0.789151], [-0.299035, 4.821782, 1.012421], [-0.732825, 3.748840, 2.271461], [-1.444190, 1.865913, 3.306175], [-2.207561, 0.197550, 3.176135], [-2.561847, 1.469282, 2.049020], [1.282996, 2.784614, -4.487569], [1.432686, 2.900179, -5.995841], [2.512335, 3.898987, -6.360046], [3.888410, 3.240070, -6.163053], [4.104912, 2.023293, -7.105787], [2.994240, 0.937690, -6.883384], [1.617716, 1.571916, -6.730465], [0.414851, 0.824038, -6.813098], [3.243757, 0.038362, -5.611292], [2.971324, 0.093827, -8.164447], [0.078178, 3.441925, -6.640017], [1.116921, 3.688502, -3.901478], [2.140618, 2.259947, -4.066496], [0.457715, 2.151740, -4.161266], [2.317928, 4.827737, -5.823654], [2.380041, 4.167982, -7.408019], [3.998501, 2.849456, -5.151429], [4.649980, 3.975112, -6.423497], [5.069165, 1.522470, -7.019188], [3.982567, 2.355564, -8.136676], [4.133598, -0.585461, -5.695708], [2.380236, -0.582552, -5.372747], [3.602301, 0.609577, -4.754985], [3.870932, -0.494220, -8.346138], [2.661363, 0.529758, -9.114179], [2.227862, -0.673072, -7.947107], [-0.752201, 2.772838, -6.414431], [0.077533, 3.724904, -7.692636], [-0.313597, 4.342116, -6.166443], [0.841653, -1.040691, 6.180704], [-0.273386, -0.571559, 7.139343], [-1.450094, 0.073243, 6.303517], [-2.251901, -0.964345, 5.531161], [-2.833014, -2.107382, 6.415437], [-1.818646, -2.771677, 7.361405], [-0.861611, -1.777890, 7.938858], [-0.596040, -1.769446, 9.320694], [-0.943525, -3.842397, 6.675937], [-2.547052, -3.467525, 8.491605], [0.149686, 0.554405, 8.070759], [0.511002, -1.805660, 5.478150], [1.670251, -1.361996, 6.811801], [1.233425, -0.169982, 5.654899], [-1.039457, 0.842476, 5.649489], [-2.086809, 0.642280, 6.980922], [-1.728258, -1.553054, 4.777949], [-3.104274, -0.477043, 5.057775], [-3.358816, -2.832705, 5.794517], [-3.648227, -1.681855, 7.000644], [-0.154536, -4.264919, 7.298091], [-0.308493, -3.610395, 5.820953], [-1.389567, -4.739987, 6.247594], [-1.888690, -4.070464, 9.117012], [-3.364198, -4.026561, 8.035718], [-3.030374, -2.647812, 9.023191], [0.960049, 0.219476, 8.718251], [-0.668991, 0.918558, 8.691461], [0.641699, 1.391155, 7.574910], [8.126173, -0.273079, 2.303593], [7.153302, 0.486195, 3.284187], [5.976819, 0.863031, 2.413829], [5.129864, -0.341633, 1.900590], [4.437238, -1.019610, 3.100842], [5.476236, -1.566958, 4.067086], [6.589594, -0.497599, 4.322273], [7.509769, -0.730644, 5.336811], [6.050723, -2.963247, 3.453770], [4.709311, -1.947795, 5.360221], [7.847811, 1.755188, 3.813349], [8.377276, 0.376431, 1.465045], [7.781689, -1.195213, 1.835504], [9.071751, -0.594188, 2.740503], [6.342587, 1.361208, 1.515981], [5.389835, 1.662541, 2.865855], [5.654136, -1.025023, 1.232583], [4.290020, -0.040597, 1.274393], [3.716227, -1.785791, 2.815867], [3.887358, -0.258064, 3.653813], [5.162874, -3.561676, 3.249549], [6.844133, -3.411968, 4.051462], [6.604220, -2.786103, 2.531623], [4.085883, -1.134709, 5.732130], [5.274029, -2.354404, 6.199192], [3.961708, -2.700065, 5.108652], [8.881552, 1.713187, 4.156448], [7.320964, 2.227087, 4.642723], [7.865853, 2.507226, 3.024549], [-3.784272, -2.973633, -6.863901], [-3.023741, -2.386123, -5.640108], [-3.092628, -0.764121, -5.818532], [-2.644286, -0.108282, -4.451406], [-3.634828, -0.523698, -3.393455], [-3.661896, -2.054991, -2.937020], [-3.609644, -2.904569, -4.292647], [-4.005636, -4.242955, -4.359175], [-4.931043, -2.277345, -2.125972], [-2.369882, -2.401942, -2.225940], [-1.544413, -2.865344, -5.702669], [-4.850618, -2.762839, -6.782810], [-3.733998, -4.062255, -6.885292], [-3.346603, -2.480700, -7.731981], [-4.109335, -0.469553, -6.078584], [-2.380849, -0.313726, -6.510342], [-2.667442, 0.972540, -4.590609], [-1.640071, -0.367771, -4.116246], [-4.574848, -0.064522, -3.699435], [-3.384333, 0.002489, -2.472333], [-5.201282, -3.287884, -1.819576], [-5.821088, -1.849204, -2.587086], [-4.956040, -1.579719, -1.288840], [-2.436923, -3.470504, -2.021547], [-2.415751, -2.011683, -1.209231], [-1.501430, -2.084982, -2.803364], [-0.759787, -2.291267, -5.209814], [-1.061918, -3.084067, -6.655275], [-1.481382, -3.880631, -5.311098], [-4.708138, -1.147540, 1.830287], [-1.836645, 5.688512, -3.582428], [-1.989811, 7.287546, -3.646000], [-0.267893, 5.708059, -3.896383], [-1.513922, 5.546100, -1.985643], [-1.682918, 4.061534, -3.590109], [-3.448063, 5.618295, -3.293358], [-2.198066, 5.568616, -5.213112]],
  "forces_ev_per_a": [[1.00, 0.68, 1.08], [-0.99, -1.46, -1.24], [-0.43, 1.68, -1.61], [0.16, 1.37, 1.24], [-1.21, -1.32, 0.04], [1.48, 0.73, -2.07], [-5.06, 3.93, 0.94], [8.38, -4.77, -1.77], [-0.45, -2.42, 1.55], [-0.61, -1.35, 1.88], [-0.25, 0.82, 2.45], [0.11, 0.14, 0.12], [-0.09, 0.41, -0.23], [0.26, -0.09, -0.39], [-0.31, 0.00, -0.14], [0.17, 0.18, 0.79], [-0.27, -0.29, -0.02], [0.29, -0.79, 0.28], [-0.57, 0.40, 0.12], [-0.16, 0.85, 0.61], [-0.16, -0.09, 0.09], [0.01, 0.41, -0.50], [-0.11, 0.80, -0.37], [-0.55, 0.49, -0.98], [-0.13, -0.53, -0.07], [0.10, 0.55, -0.45], [0.12, -0.30, -0.59], [-0.53, 0.34, -0.02], [-0.15, -0.32, -0.81], [0.21, 0.43, -1.19], [1.42, -0.14, -0.91], [0.53, -1.02, -0.10], [-0.88, -1.08, 0.86], [1.92, 0.38, 1.49], [-0.04, 1.43, -1.48], [-4.01, -5.78, -2.80], [4.39, 6.76, 4.36], [-1.63, -0.38, -0.67], [0.05, -1.60, 0.46], [-0.83, -0.19, -0.29], [-0.06, 0.37, -0.21], [-0.33, 0.28, 0.72], [-0.29, -0.07, 0.53], [0.11, -0.40, -0.07], [0.27, 0.16, -0.09], [0.09, 0.01, -0.66], [-0.66, 0.24, 0.01], [-0.27, 0.19, -0.33], [-1.01, -0.07, -1.06], [0.53, -0.25, 0.76], [0.20, 0.77, 0.90], [0.18, -0.61, 0.46], [0.73, 0.31, -0.09], [-0.52, 0.11, -0.68], [0.17, -0.35, -0.33], [-0.01, -0.08, -0.14], [-0.22, 0.10, 0.42], [0.01, 0.03, -0.01], [-1.40, 1.84, 0.11], [3.34, -3.74, 0.12], [-0.87, 1.73, -0.65], [-0.35, -0.80, 0.23], [-0.12, -0.85, 1.08], [2.20, -0.31, -1.24], [-6.21, -0.06, -3.24], [5.99, 1.64, 5.65], [-0.54, -0.03, 0.52], [-0.51, -0.35, -0.14], [-0.69, 1.17, -1.25], [-0.12, -0.58, -0.07], [0.02, 0.05, -0.07], [0.11, 0.34, 0.12], [-0.24, -0.13, -0.52], [-0.25, 0.23, 0.09], [0.37, 0.54, -0.13], [-0.27, -0.05, -0.05], [-0.24, 0.00, -0.54], [-0.32, 0.14, -0.19], [-0.03, 0.19, 0.14], [-0.04, -0.27, 0.16], [-0.20, 0.10, -0.17], [-0.08, 0.39, 0.15], [-0.03, -0.07, -0.48], [-0.07, -0.50, -0.10], [0.20, -0.27, 0.20], [0.32, -0.01, -0.12], [-0.45, -0.14, 0.18], [-0.02, -2.09, 1.17], [-2.83, 2.18, -2.26], [0.86, -1.23, -0.69], [0.54, -0.04, -0.67], [-2.03, 0.81, 0.64], [1.09, -0.30, -1.72], [-6.53, -3.94, 2.63], [8.60, 4.18, -0.02], [0.20, 0.59, 0.11], [-1.23, -1.81, 0.49], [-0.88, 0.17, 1.08], [0.17, 0.58, -0.96], [0.37, 0.24, 0.03], [-0.41, -0.10, -0.54], [0.24, -0.23, 0.35], [0.15, -0.02, -0.15], [0.25, 0.55, 0.24], [0.19, -0.07, 0.51], [-0.06, 0.12, 0.20], [0.22, 0.00, -0.07], [-0.17, -0.26, -1.12], [0.04, 0.12, 0.01], [-0.80, 0.52, 0.14], [0.34, 0.52, 0.32], [0.14, 0.68, 0.36], [-0.20, -0.29, -0.35], [0.22, -0.24, -0.32], [0.58, -0.59, -0.12], [0.75, 0.30, 0.53], [0.08, 0.00, 1.01], [-1.06, 1.22, -0.71], [-0.21, -1.36, 0.15], [-0.73, -1.17, 0.38], [-0.17, 1.90, 0.03], [0.33, -1.64, -0.13], [1.70, 1.85, 7.65], [-1.85, -0.34, -9.44], [2.09, -0.92, -1.06], [-0.41, 0.87, -0.03], [1.29, -0.80, 1.01], [0.18, 0.14, 0.14], [0.08, -0.51, -0.19], [-0.36, 0.12, -0.07], [0.41, -0.20, -0.06], [-0.21, -0.28, 0.14], [0.57, 0.73, -0.44], [0.02, -0.11, -0.21], [0.53, -0.33, -0.01], [0.11, 0.04, 0.46], [-0.34, 0.17, 0.87], [-0.33, 1.17, -0.27], [-1.28, 0.27, 0.62], [-0.32, 0.06, 0.00], [0.25, -0.36, 0.10], [-0.02, -0.34, 0.66], [-0.16, -0.16, 0.39], [0.07, -0.07, -0.09], [-0.53, -0.06, -0.64], [0.80, -0.98, 0.38], [-0.01, -0.04, -1.34], [-1.09, 0.06, -1.54], [-1.22, 0.41, 0.71], [1.27, 0.99, -0.36], [-0.48, -1.83, 0.79], [7.35, -2.58, 4.91], [-6.65, 1.35, -6.05], [1.07, 2.05, 0.04], [0.06, 0.29, 0.40], [-0.03, 0.26, 0.85], [-0.18, 0.39, 0.30], [-0.64, 0.15, 0.22], [-0.03, 0.40, 0.51], [0.44, -0.01, 0.11], [-0.46, -0.33, 0.37], [0.46, -0.03, 0.46], [0.12, 0.74, -0.17], [0.27, -0.20, 0.08], [-0.24, 0.19, -0.15], [0.27, -0.12, 0.34], [-0.65, -0.24, 0.62], [-0.45, 0.19, -0.32], [0.35, 0.40, 0.02], [0.36, 0.13, -0.27], [0.25, -0.23, -0.36], [-0.03, -0.83, -0.12], [-0.36, -0.19, 0.01], [-0.22, -0.25, -0.28], [-0.26, -0.45, 1.34], [0.56, 1.62, -1.90], [1.06, -0.78, 2.94], [-0.92, -0.68, -0.93], [0.23, 0.09, 0.77], [-0.93, 1.72, -1.51], [-2.11, -7.35, -1.20], [2.53, 9.30, 1.04], [-0.91, 0.21, -0.28], [-0.64, -0.96, 0.33], [0.71, -1.31, 0.69], [0.02, 0.36, -0.13], [0.41, 0.10, -0.33], [-0.14, -0.29, -0.03], [0.08, 0.02, 0.06], [-0.13, -1.03, -0.72], [-0.03, 0.07, 0.23], [0.28, -0.13, -0.51], [-0.52, -0.82, 0.14], [-0.02, -0.09, 0.31], [0.52, 0.04, 0.10], [0.06, -0.39, -0.98], [0.91, -0.39, 0.67], [0.62, -0.29, -0.37], [0.04, 0.68, -0.17], [0.09, -0.22, 0.28], [-0.53, 0.48, 0.49], [-1.05, 0.69, -0.82], [-0.18, -0.09, 0.53], [0.61, 0.35, -0.23], [-1.87, 0.23, -1.97], [0.91, -0.98, 0.62], [0.72, 0.77, -0.13], [-0.23, 1.07, 0.19], [-0.65, -1.28, -0.06], [0.67, -0.65, 0.46], [0.67, 0.20, 1.19]],
  "charge": 5
}

---

# 2
{
  "formula": "C3H6OS",
  "method": "ωB97M-V with the def2-TZVPD basis set",
  "symbols": ["C", "O", "C", "C", "S", "H", "H", "H", "H", "H", "H"],
  "coordinates": [[-1.682961, -0.083463, -0.290134], [-0.450421, 0.636149, -0.022724], [0.530549, -0.202417, 0.360918], [1.784149, 0.534948, 0.010989], [3.253256, -0.035722, -0.189722], [-1.693672, -0.639070, -1.272538], [-2.467263, 0.586394, -0.385806], [-1.839251, -0.875161, 0.436188], [0.403773, -0.386924, 1.449674], [0.413330, -1.178311, -0.177393], [1.748512, 1.643577, 0.080551]],
  "forces_ev_per_a": [[2.00, -1.32, -1.03], [-3.88, 0.82, -1.43], [0.92, -1.38, 0.07], [0.71, 0.84, 1.24], [0.60, -0.75, -0.35], [0.68, 0.56, 0.61], [-1.43, 1.42, 0.40], [-0.26, 0.23, 0.54], [0.71, -0.19, -0.24], [0.69, 0.49, 0.41], [-0.73, -0.71, -0.24]],
  "charge": 0,
  "smiles": "COCC=S",
  "relative_energy_ev": 1.955
}

---

In order of appearance, highest occupied orbital energy = -0.6043 -0.3198 Eh.
In order of appearance, lowest unoccupied orbital energy = -13.66 -0.13 eV.
In order of appearance, energy = -130183.544 -16089.036 eV.